The following is a DFT calculation (ωB97M-V with the def2-TZVPD basis set) of 14 unconnected molecules or ions with the total composition C54H100O46P4.

Calculated values
Highest occupied orbital energy (eV): -10.18
Multiplicity: 1
E_tot (eV): -188962.388

Geometry (Å):
C 10.3037 -30.8824 9.9011
C 11.4286 -31.5852 9.2513
O 11.2979 -30.9503 7.9757
C 10.0607 -30.5912 7.7298
O 9.6186 -30.3292 6.6397
O 9.4037 -30.7037 8.8759
H 10.5288 -29.8652 10.2219
H 9.7957 -31.4987 10.6428
H 11.3682 -32.6597 9.0780
H 12.4325 -31.4205 9.6427
C 14.3223 -18.7300 8.5642
C 12.8042 -18.6126 8.4222
O 12.3524 -19.9221 8.0900
C 13.4003 -20.6739 7.6895
O 13.3339 -21.8325 7.2495
O 14.5465 -19.9846 7.9024
H 14.7832 -18.6976 9.5515
H 14.6248 -17.8715 7.9647
H 12.4152 -18.0006 7.6085
H 12.3870 -18.3776 9.4014
C 7.0163 -24.3056 15.3521
C 6.4862 -24.6383 16.7461
O 5.1483 -24.9729 16.6078
C 5.0137 -25.2990 15.3119
O 3.8914 -25.6056 14.9152
O 6.0535 -25.0784 14.6452
H 8.0572 -24.5743 15.1717
H 6.8948 -23.2262 15.2612
H 6.6084 -23.7516 17.3682
H 7.0351 -25.4977 17.1310
C 8.9496 -19.9017 10.0671
C 7.6862 -20.2602 9.4806
O 7.4610 -19.3640 8.4001
C 8.5285 -18.6443 8.1440
O 8.6974 -17.9629 7.1315
O 9.4627 -18.9252 9.1729
H 9.5375 -20.8068 10.2196
H 8.8634 -19.4485 11.0546
H 6.8962 -20.3913 10.2202
H 7.8434 -21.2377 9.0246
C 10.4960 -24.3272 18.6523
C 11.9058 -23.9929 18.0972
O 11.7629 -24.4977 16.8109
C 10.5265 -25.0016 16.5070
O 10.1929 -25.4936 15.4402
O 9.7348 -24.7711 17.5528
H 9.8201 -23.6355 19.1551
H 10.6433 -25.1985 19.2904
H 12.8364 -24.3713 18.5202
H 12.0868 -22.9271 17.9578
C 7.3008 -26.6209 8.6872
C 8.5409 -27.1765 8.0448
O 9.4323 -26.1359 8.2625
C 8.7161 -24.9735 8.2977
O 9.1434 -23.7892 8.1360
O 7.3303 -25.2607 8.2679
H 7.1601 -26.7849 9.7556
H 6.3729 -27.0995 8.3740
H 8.4902 -27.3526 6.9704
H 9.0818 -28.0045 8.5030
C 4.0617 -25.9588 11.6949
C 2.8531 -26.7494 11.2982
O 2.7804 -26.6363 9.9246
C 3.8472 -25.9695 9.5090
O 4.0163 -25.7307 8.2806
O 4.5755 -25.4432 10.5110
H 4.8291 -26.4394 12.3018
H 3.5611 -25.1571 12.2378
H 2.0780 -26.4486 12.0032
H 3.0654 -27.8140 11.3955
C 8.9333 -24.4193 12.0330
C 10.2125 -23.7157 11.8572
O 11.0560 -24.8353 11.7788
C 10.3344 -25.9814 11.7151
O 10.8280 -27.0544 11.4628
O 9.0855 -25.7425 11.5806
H 8.1070 -23.8821 11.5674
H 8.6509 -24.4734 13.0844
H 10.4648 -23.1621 12.7616
H 10.0506 -23.0142 11.0389
C 8.2372 -28.1882 14.0347
C 6.8266 -28.4573 14.3337
O 6.5026 -29.3963 13.2985
C 7.5900 -30.0894 13.0199
O 7.7768 -31.1962 12.4184
O 8.6878 -29.3486 13.4911
H 8.8974 -27.9061 14.8548
H 8.0795 -27.3967 13.3020
H 6.2735 -27.5278 14.1984
H 6.6168 -28.8710 15.3201
C 4.0526 -19.5285 12.9662
C 4.7968 -19.2817 14.4089
O 6.0205 -19.9550 14.2425
C 6.2538 -20.2127 12.9699
O 7.2055 -20.9157 12.5904
O 5.1489 -19.9152 12.2684
H 3.6120 -18.5658 12.7071
H 3.3044 -20.3180 12.8948
H 4.2487 -19.8207 15.1816
H 5.0601 -18.2427 14.6071
C 14.5340 -22.8200 11.7309
C 13.1637 -22.0441 11.3545
O 13.0562 -20.6456 11.3535
P 12.4934 -19.9398 12.7458
O 11.1185 -20.3772 12.9741
O 13.5963 -20.2948 13.8779
C 13.4085 -19.7440 15.2151
C 13.2867 -20.9346 16.0699
O 12.6230 -18.4188 12.4899
C 13.9012 -17.9120 12.1057
C 14.1634 -16.5592 12.7981
H 14.7411 -23.7072 11.1325
H 15.3214 -22.0845 11.5663
H 14.5429 -22.9763 12.8096
H 12.8953 -22.4641 10.3851
H 12.5545 -22.5921 12.0732
H 14.1897 -19.0699 15.5665
H 12.5044 -19.1439 15.3178
H 13.2906 -20.5863 17.1027
H 12.3379 -21.4297 15.8631
H 14.0476 -21.7054 15.9473
H 14.7049 -18.6260 12.2854
H 13.7761 -17.8664 11.0238
H 14.5990 -16.8968 13.7385
H 14.8960 -16.1033 12.1321
H 13.2652 -15.9975 13.0549
C 9.1279 -36.1849 11.4942
C 10.5618 -35.5113 11.3732
O 11.3782 -36.4189 12.1079
P 12.8869 -35.8100 12.5834
O 13.8364 -35.7492 11.5086
O 12.6680 -34.4731 13.4304
C 12.9260 -33.1189 12.9626
C 12.0115 -32.1467 13.7181
O 13.4012 -36.9022 13.6253
C 13.7734 -38.2020 13.0963
C 13.7145 -38.9280 14.4803
H 9.0585 -36.9570 10.7279
H 8.8684 -36.4995 12.5050
H 8.3369 -35.4999 11.1888
H 10.9251 -35.4536 10.3471
H 10.7268 -34.5576 11.8746
H 13.9830 -32.9963 13.1988
H 12.8901 -33.0547 11.8751
H 12.3502 -31.1422 13.4641
H 10.9608 -32.2283 13.4400
H 12.2258 -32.2783 14.7786
H 13.0261 -38.6211 12.4224
H 14.7344 -38.3697 12.6101
H 12.7060 -39.1899 14.8003
H 14.1663 -39.9129 14.3625
H 14.1817 -38.4606 15.3472
C 15.7468 -25.3007 16.9463
C 16.7054 -26.1404 16.1824
O 16.1309 -26.8435 15.1125
P 15.0564 -27.9369 15.4256
O 13.7976 -27.6340 16.2063
O 15.8894 -29.1870 16.0719
C 15.4446 -30.5140 16.1880
C 16.6096 -31.4650 15.8802
O 14.9190 -28.3760 13.8895
C 13.6940 -28.1037 13.2304
C 14.0569 -27.6293 11.7912
H 14.9288 -25.7678 17.4947
H 16.2238 -24.5054 17.5190
H 15.1749 -24.8078 16.1601
H 17.5582 -25.5985 15.7738
H 17.1194 -26.8375 16.9109
H 15.2545 -30.7375 17.2378
H 14.5631 -30.7259 15.5829
H 17.5927 -31.1177 16.1981
H 16.3953 -32.3648 16.4568
H 16.7654 -31.8060 14.8567
H 13.0693 -28.9960 13.1897
H 13.1769 -27.3222 13.7872
H 14.4545 -26.6144 11.7803
H 14.6639 -28.2829 11.1649
H 13.2105 -27.4455 11.1295
C 2.5015 -17.1290 5.2664
C 3.4887 -17.4398 6.3711
O 2.7233 -17.6145 7.5445
P 3.4376 -18.5584 8.7233
O 2.7085 -18.5609 10.0537
O 3.6963 -20.0715 8.1078
C 4.3133 -21.1108 8.8908
C 3.2189 -21.9516 9.4451
O 4.9095 -17.9384 8.7590
C 5.2124 -16.6028 9.3475
C 5.2770 -16.5383 10.8484
H 2.1275 -16.1084 5.1844
H 3.0423 -17.3314 4.3419
H 1.5404 -17.6426 5.2884
H 4.0354 -18.3732 6.2372
H 4.1343 -16.5617 6.3846
H 4.7101 -21.6112 8.0076
H 5.1334 -20.7455 9.5090
H 2.3796 -21.3901 9.8553
H 2.8671 -22.5158 8.5814
H 3.5333 -22.5276 10.3154
H 6.2618 -16.4885 9.0759
H 4.6387 -15.8593 8.7941
H 5.6440 -15.5532 11.1366
H 4.2655 -16.5063 11.2534
H 5.9747 -17.1379 11.4330

Mulliken population analysis, charges in e, atoms 1 to 4: C 0.477; C -0.122; O -0.388; C 0.697

The following is a DFT calculation (ωB97M-V with the def2-TZVPD basis set) of a molecular structure, C54H108NO16Rb.

Calculated values
Highest occupied orbital energy (eV): -5.20
Multiplicity: 1
E_tot (eV): -92650.447

Geometry (Å):
Rb 3.7188 3.2558 1.7232
C 0.4715 1.5940 -2.8723
C 0.0251 1.0946 -1.4279
C -0.5937 -0.3078 -1.7111
C -0.7058 -1.1713 -0.4179
C 0.7141 -1.3730 0.1706
C 1.3988 -0.0199 0.5886
N 1.2795 0.9182 -0.6045
O 2.0573 2.0853 -0.4227
C 2.8988 -0.4443 0.8404
C 0.7555 0.4985 1.9137
C -1.0676 2.0641 -0.9045
H 0.9801 2.5574 -2.9068
H -0.2956 1.7199 -3.6362
H 1.1140 0.9136 -3.4313
H -0.0315 -0.8636 -2.4615
H -1.6057 -0.1967 -2.1003
H -1.1342 -2.1214 -0.7370
H -1.3286 -0.6398 0.3017
H 1.2984 -1.9374 -0.5560
H 0.6993 -1.9730 1.0806
H 3.4688 0.4183 1.1857
H 3.4508 -0.7158 -0.0595
H 3.1017 -1.1269 1.6657
H 1.1798 1.4877 2.0850
H 1.0484 -0.0639 2.8003
H -0.3299 0.5932 1.8821
H -1.9010 2.2370 -1.5854
H -0.6005 3.0386 -0.7622
H -1.4899 1.6093 -0.0084
C 2.9380 -2.0890 -6.2592
C 3.0486 -1.2170 -5.0431
O 3.7758 -0.1964 -4.8508
C 2.3142 -1.7950 -3.8524
H 3.6079 -1.6332 -6.9883
H 1.8940 -2.1193 -6.5711
H 3.3119 -3.0759 -5.9866
H 2.7972 -2.7356 -3.5875
H 1.2666 -2.0062 -4.0668
H 2.4243 -1.1478 -2.9823
C -3.2818 6.2478 -1.0192
C -3.4319 4.8642 -1.6497
O -2.9102 4.6260 -2.7813
C -4.1335 3.8030 -0.8265
H -4.2419 6.7502 -0.9007
H -2.6044 6.8300 -1.6438
H -2.7125 6.1747 -0.0925
H -3.4002 3.3915 -0.1330
H -4.2756 2.9397 -1.4766
H -5.0746 4.1372 -0.3898
C 2.2173 5.9682 0.3725
C 1.0098 6.2476 -0.4463
O 0.2140 7.1368 -0.1764
C 0.9080 5.4670 -1.7215
H 2.1249 6.1050 1.4499
H 2.8725 6.7767 0.0483
H 2.6128 4.9807 0.1347
H 1.7835 5.6348 -2.3488
H -0.0233 5.7028 -2.2364
H 0.8582 4.4099 -1.4607
C 2.9964 1.4613 6.1594
C 3.6010 0.8706 4.9269
O 4.1076 1.5458 3.9899
C 3.5215 -0.6670 4.8543
H 2.6252 2.4758 6.0147
H 3.7227 1.4447 6.9721
H 2.1847 0.7874 6.4334
H 4.4991 -1.1272 4.7106
H 2.8230 -0.9124 4.0543
H 3.0130 -1.0692 5.7305
C -1.1555 -4.2019 -2.6050
C -0.4618 -5.4299 -2.0802
O -0.5438 -6.5065 -2.6493
C 0.5227 -5.2602 -0.9546
H -2.0979 -4.0728 -2.0728
H -1.3939 -4.3260 -3.6614
H -0.4924 -3.3396 -2.5364
H -0.0703 -4.8681 -0.1284
H 1.3774 -4.6132 -1.1524
H 0.9631 -6.2298 -0.7222
C -1.8183 0.3684 7.3845
C -0.7367 -0.2128 6.4266
O -0.2576 0.3469 5.4415
C -0.1113 -1.5650 6.8885
H -1.3855 0.5489 8.3685
H -2.6573 -0.3184 7.4964
H -2.2133 1.2923 6.9620
H 0.6903 -1.9375 6.2507
H -0.8724 -2.3450 6.9120
H 0.2900 -1.3755 7.8841
C -0.7897 0.1235 -6.6557
C -2.1290 -0.5413 -6.9257
O -3.0474 0.1161 -7.3820
C -2.3010 -2.0520 -6.6879
H -1.0760 1.1725 -6.7319
H -0.0770 -0.1902 -7.4183
H -0.4586 -0.1014 -5.6418
H -1.6173 -2.3999 -5.9135
H -2.0808 -2.6528 -7.5702
H -3.3094 -2.2131 -6.3067
C -4.3644 -2.6359 -0.6210
C -5.7033 -2.1167 -0.1646
O -6.0232 -0.9441 -0.2513
C -6.6644 -3.0835 0.5499
H -3.9171 -3.3067 0.1125
H -3.6154 -1.8630 -0.7935
H -4.4454 -3.1087 -1.5997
H -7.3862 -3.4828 -0.1626
H -7.2144 -2.5114 1.2972
H -6.1179 -3.8783 1.0575
C -1.0361 3.9896 2.0163
C -0.0669 3.9126 3.2230
O 1.1208 4.1391 3.0714
C -0.7200 3.4953 4.5559
H -1.2288 2.9705 1.6810
H -0.5724 4.5103 1.1785
H -1.9712 4.4692 2.3058
H 0.0657 3.3582 5.2989
H -1.0304 2.4614 4.4051
H -1.4710 4.2288 4.8493
C 7.1588 -1.1661 1.3918
C 7.9132 -0.3980 2.4121
O 9.0979 -0.6718 2.6321
C 7.1215 0.6220 3.2276
H 7.5493 -0.8104 0.4384
H 6.0978 -0.9256 1.3241
H 7.4224 -2.2221 1.4496
H 7.8901 1.2098 3.7296
H 6.4265 0.1696 3.9350
H 6.5007 1.2544 2.5930
C 3.0536 -4.4595 1.4413
C 4.2967 -4.0791 2.2167
O 4.4500 -3.0285 2.8106
C 5.3922 -5.1323 2.1684
H 3.3422 -4.6219 0.4028
H 2.3940 -3.6020 1.3081
H 2.5783 -5.3330 1.8876
H 5.8705 -5.2511 1.1962
H 4.9831 -6.0865 2.5005
H 6.1324 -4.8400 2.9133
C 3.2674 2.4599 -6.7515
C 2.9244 3.3521 -5.5342
O 3.6630 3.3825 -4.5564
C 1.7057 4.2372 -5.5941
H 3.0335 2.9575 -7.6926
H 2.6047 1.5955 -6.7095
H 4.2696 2.0337 -6.7061
H 1.7971 4.8644 -6.4808
H 1.6920 4.7670 -4.6415
H 0.7479 3.7241 -5.6796
C -5.5101 -1.1992 -5.1558
C -5.4486 0.1852 -4.4895
O -6.2181 1.0634 -4.9149
C -4.4210 0.4501 -3.4833
H -6.4591 -1.7292 -5.0745
H -4.8131 -1.7987 -4.5703
H -5.1942 -1.1030 -6.1946
H -3.8147 1.3122 -3.7612
H -3.6868 -0.3359 -3.3065
H -4.8348 0.6713 -2.4995
C -0.3061 -3.9478 3.8212
C -1.7491 -3.5587 3.8856
O -2.3142 -3.3150 4.9337
C -2.5362 -3.5233 2.6146
H 0.2390 -3.4247 3.0355
H -0.2047 -5.0265 3.7020
H 0.1267 -3.7135 4.7938
H -2.3424 -4.4228 2.0303
H -2.2274 -2.6643 2.0189
H -3.6237 -3.5578 2.6801
C -4.1870 -0.4529 4.7900
C -4.7281 -0.2136 3.4178
O -5.8497 -0.6445 3.1829
C -3.8830 0.4999 2.4478
H -3.5915 0.3049 5.2992
H -3.5656 -1.3417 4.8987
H -4.9925 -0.6264 5.5035
H -4.1398 1.5585 2.4869
H -4.1747 0.2322 1.4323
H -2.8137 0.3810 2.6225

Mulliken population analysis, charges in e, atoms 1 to 4: Rb 1.002; C -1.477; C 2.134; C 0.163

What energy relative to the best compared isomer or geometry (same formula, charge and spin) values result from the calculations? In sequence: 0.000; 0.000 eV.